{"formula": "C5H8NO2", "method": "ωB97M-V/def2-TZVPD", "elements": ["O", "C", "O", "C", "C", "C", "C", "N", "H", "H", "H", "H", "H", "H", "H", "H"], "xyz": [[5.472, -0.059, -0.496], [4.426, -0.595, -0.102], [3.848, -1.640, -0.480], [0.245, 0.085, -0.630], [-1.015, -0.508, -0.238], [-2.100, 0.421, 0.118], [-2.984, -0.077, 1.066], [-2.066, 1.592, -0.493], [1.059, -0.551, -0.952], [-0.726, 0.139, -1.311], [-1.053, -1.477, 0.257], [0.496, 1.061, -0.239], [-3.776, 0.563, 1.420], [-2.912, -1.077, 1.467], [-2.814, 2.174, -0.125], [3.898, -0.051, 0.738]], "nbo_charge": [-0.773, 0.625, -0.810, -0.443, -0.078, 0.091, -0.525, -0.910, 0.275, 0.338, 0.258, 0.289, 0.189, 0.184, 0.326, -0.035], "e_tot_ha": -400.411848, "e_above_lowest_ev": 5.520, "charge": -1, "gap_ev": 5.326}

{"formula": "C26H25NO6", "method": "ωB97M-V/def2-TZVPD", "elements": ["C", "C", "C", "C", "N", "C", "O", "C", "C", "C", "C", "C", "C", "C", "C", "C", "C", "C", "C", "C", "C", "C", "C", "O", "C", "C", "C", "O", "C", "O", "C", "O", "O", "H", "H", "H", "H", "H", "H", "H", "H", "H", "H", "H", "H", "H", "H", "H", "H", "H", "H", "H", "H", "H", "H", "H", "H", "H"], "xyz": [[-2.964, -3.462, -0.585], [-3.155, -3.683, 0.910], [-3.050, -2.401, 1.733], [-1.654, -1.760, 1.708], [-1.483, -0.879, 2.847], [-0.479, -1.020, 3.748], [0.310, -1.939, 3.709], [-0.422, 0.097, 4.771], [0.582, 1.170, 4.304], [0.279, 1.628, 2.905], [0.915, 1.211, 1.780], [2.018, 0.200, 1.782], [0.493, 1.742, 0.499], [1.092, 1.369, -0.705], [0.598, 1.874, -1.896], [0.945, 1.725, -3.288], [1.985, 0.882, -3.868], [2.263, -0.380, -3.347], [3.249, -1.169, -3.910], [3.972, -0.711, -4.999], [3.698, 0.540, -5.527], [2.713, 1.331, -4.968], [0.086, 2.544, -3.953], [-0.778, 3.188, -3.131], [-0.478, 2.793, -1.878], [-1.081, 3.192, -0.703], [-0.591, 2.649, 0.477], [-1.209, 3.035, 1.614], [-0.847, 2.560, 2.833], [-1.488, 2.924, 3.793], [-1.464, -0.898, 0.468], [-2.147, 0.053, 0.198], [-0.416, -1.266, -0.272], [-3.198, -4.372, -1.132], [-1.936, -3.191, -0.810], [-3.619, -2.670, -0.941], [-2.417, -4.403, 1.270], [-4.145, -4.111, 1.082], [-3.283, -2.632, 2.775], [-3.776, -1.666, 1.376], [-0.865, -2.515, 1.768], [-2.099, -0.082, 2.893], [-0.085, -0.313, 5.723], [-1.401, 0.556, 4.901], [0.486, 2.029, 4.970], [1.595, 0.780, 4.380], [2.193, -0.211, 2.769], [2.941, 0.648, 1.417], [1.754, -0.630, 1.128], [1.941, 0.706, -0.712], [1.690, -0.759, -2.514], [3.452, -2.146, -3.498], [4.743, -1.328, -5.435], [4.258, 0.901, -6.378], [2.510, 2.311, -5.372], [-0.027, 2.733, -5.003], [-1.904, 3.886, -0.680], [-0.301, -0.658, -1.024]], "nbo_charge": [-0.619, -0.391, -0.395, -0.175, -0.612, 0.689, -0.636, -0.487, -0.414, -0.150, 0.110, -0.668, -0.178, -0.209, -0.062, -0.142, -0.066, -0.149, -0.220, -0.212, -0.202, -0.189, 0.137, -0.405, 0.304, -0.295, 0.419, -0.465, 0.743, -0.585, 0.810, -0.607, -0.687, 0.215, 0.207, 0.206, 0.200, 0.206, 0.221, 0.214, 0.254, 0.410, 0.237, 0.227, 0.245, 0.219, 0.241, 0.227, 0.241, 0.230, 0.193, 0.216, 0.216, 0.216, 0.212, 0.210, 0.245, 0.504], "smiles": "CCC[C@H](NC(=O)CCc1c(C)c2cc3c(-c4ccccc4)coc3cc2oc1=O)C(=O)O", "e_tot_ha": -1512.045935, "e_above_lowest_ev": 0.000, "charge": 0, "gap_ev": 8.260}

{"formula": "C34H74Cl30InNOP", "method": "ωB97M-V/def2-TZVPD", "elements": ["C", "C", "C", "C", "In", "N", "P", "O", "H", "H", "H", "H", "H", "H", "H", "H", "H", "H", "H", "H", "H", "H", "Cl", "C", "C", "Cl", "H", "H", "H", "H", "Cl", "C", "C", "Cl", "H", "H", "H", "H", "Cl", "C", "C", "Cl", "H", "H", "H", "H", "Cl", "C", "C", "Cl", "H", "H", "H", "H", "Cl", "C", "C", "Cl", "H", "H", "H", "H", "Cl", "C", "C", "Cl", "H", "H", "H", "H", "Cl", "C", "C", "Cl", "H", "H", "H", "H", "Cl", "C", "C", "Cl", "H", "H", "H", "H", "Cl", "C", "C", "Cl", "H", "H", "H", "H", "Cl", "C", "C", "Cl", "H", "H", "H", "H", "Cl", "C", "C", "Cl", "H", "H", "H", "H", "Cl", "C", "C", "Cl", "H", "H", "H", "H", "Cl", "C", "C", "Cl", "H", "H", "H", "H", "Cl", "C", "C", "Cl", "H", "H", "H", "H", "Cl", "C", "C", "Cl", "H", "H", "H", "H"], "xyz": [[0.939, 0.333, 0.543], [2.285, 1.037, 0.199], [2.109, 2.150, -0.830], [3.356, 3.075, -0.939], [5.303, 1.973, -0.558], [5.309, 1.528, 1.531], [5.376, -0.165, -2.014], [6.573, -1.051, -1.709], [0.070, 0.955, 0.349], [0.865, -0.567, -0.073], [0.980, -0.017, 1.571], [2.654, 1.470, 1.124], [2.933, 0.252, -0.179], [1.858, 1.734, -1.810], [1.260, 2.774, -0.528], [3.236, 3.830, -0.157], [3.407, 3.581, -1.903], [6.733, 2.965, -1.020], [5.004, 0.589, 1.733], [6.192, 1.735, 1.969], [5.341, 0.165, -3.386], [4.150, -0.869, -1.775], [-0.247, -0.220, 4.351], [-1.724, 0.781, 4.306], [-1.952, 1.425, 2.966], [-0.739, 2.681, 2.615], [-1.643, 1.529, 5.092], [-2.555, 0.123, 4.543], [-2.933, 1.918, 2.952], [-1.925, 0.697, 2.156], [-5.061, -0.867, 4.683], [-6.352, 0.358, 4.651], [-6.414, 1.083, 3.332], [-5.018, 2.170, 3.052], [-6.198, 1.044, 5.473], [-7.288, -0.172, 4.820], [-7.302, 1.714, 3.306], [-6.464, 0.386, 2.500], [2.937, 1.237, -5.003], [2.172, 2.736, -5.588], [3.185, 3.734, -6.088], [4.182, 4.410, -4.776], [1.572, 3.145, -4.778], [1.510, 2.461, -6.409], [2.670, 4.571, -6.558], [3.852, 3.286, -6.821], [-2.878, 5.205, 2.380], [-1.868, 6.470, 3.118], [-1.484, 7.539, 2.127], [-0.354, 6.935, 0.893], [-0.992, 5.990, 3.548], [-2.450, 6.909, 3.927], [-0.983, 8.356, 2.646], [-2.357, 7.941, 1.618], [5.117, -1.857, -4.393], [4.735, -2.766, -5.879], [5.450, -2.224, -7.087], [4.841, -0.616, -7.561], [3.656, -2.748, -6.015], [5.041, -3.797, -5.707], [5.289, -2.886, -7.938], [6.517, -2.141, -6.917], [-4.130, 1.330, 6.773], [-2.764, 1.170, 7.906], [-2.844, -0.100, 8.711], [-4.198, -0.075, 9.876], [-2.750, 2.050, 8.545], [-1.854, 1.167, 7.308], [-1.932, -0.228, 9.290], [-2.968, -0.971, 8.073], [2.742, 1.401, -9.530], [1.094, 1.204, -10.175], [0.249, 2.423, -9.909], [-0.102, 2.613, -8.173], [0.662, 0.312, -9.730], [1.186, 1.040, -11.248], [-0.707, 2.333, -10.422], [0.737, 3.331, -10.255], [6.062, -3.551, -12.230], [5.759, -1.857, -11.750], [4.478, -1.702, -10.972], [3.034, -1.980, -11.986], [5.752, -1.248, -12.651], [6.604, -1.551, -11.131], [4.402, -0.689, -10.586], [4.435, -2.390, -10.132], [7.757, -1.606, -9.099], [9.326, -2.123, -9.763], [9.542, -3.607, -9.608], [9.765, -4.076, -7.903], [10.106, -1.549, -9.269], [9.327, -1.861, -10.821], [10.444, -3.904, -10.140], [8.705, -4.173, -10.007], [-2.056, 5.588, -8.155], [-3.404, 4.930, -7.193], [-3.052, 4.786, -5.733], [-1.852, 3.503, -5.429], [-3.696, 3.978, -7.628], [-4.234, 5.627, -7.301], [-3.943, 4.517, -5.168], [-2.658, 5.715, -5.329], [-8.248, -2.852, 13.424], [-7.361, -1.899, 12.205], [-6.415, -0.911, 12.835], [-7.279, 0.407, 13.673], [-8.090, -1.404, 11.569], [-6.800, -2.606, 11.597], [-5.801, -0.447, 12.066], [-5.756, -1.390, 13.554], [3.792, -6.229, -4.852], [5.139, -5.862, -3.736], [5.423, -7.002, -2.793], [4.113, -7.241, -1.608], [4.890, -4.949, -3.200], [6.016, -5.667, -4.351], [6.328, -6.789, -2.226], [5.564, -7.937, -3.329], [0.875, -6.541, -8.969], [2.230, -7.681, -9.159], [3.298, -7.475, -8.115], [4.168, -5.939, -8.341], [2.629, -7.565, -10.164], [1.817, -8.684, -9.067], [4.038, -8.271, -8.183], [2.882, -7.481, -7.112], [-13.579, -4.016, 16.812], [-11.800, -3.963, 16.719], [-11.280, -4.538, 15.427], [-11.529, -6.300, 15.327], [-11.402, -4.494, 17.580], [-11.510, -2.917, 16.797], [-10.208, -4.366, 15.353], [-11.759, -4.081, 14.566], [-7.651, 5.594, 15.177], [-6.675, 4.140, 14.844], [-5.612, 3.917, 15.888], [-4.331, 5.154, 15.820], [-6.244, 4.244, 13.852], [-7.361, 3.295, 14.831], [-5.132, 2.954, 15.720], [-6.031, 3.921, 16.890]], "mulliken_charge": [-1.262, 0.192, -0.090, -1.147, 0.869, -0.688, 0.438, -0.705, 0.235, 0.397, 0.230, 0.289, -0.207, 0.101, 0.259, 0.376, 0.170, -0.371, 0.126, 0.123, -0.071, -0.059, -0.219, 0.175, 0.460, -0.181, 0.116, -0.065, -0.767, 0.465, -0.156, -0.388, -0.559, -0.115, 0.223, 0.349, 0.334, 0.321, -0.114, 0.130, -0.437, -0.188, 0.392, -0.349, 0.348, 0.216, -0.143, -0.483, -0.438, -0.156, 0.293, 0.322, 0.294, 0.301, -0.207, -0.371, -0.493, -0.082, 0.336, -0.050, 0.200, 0.465, -0.101, -0.480, -0.573, -0.188, 0.359, 0.280, 0.343, 0.328, -0.180, -0.431, -0.604, -0.109, 0.280, 0.363, 0.363, 0.293, -0.208, -0.082, 0.248, -0.228, 0.386, -0.106, 0.104, -0.160, -0.059, -0.577, -0.359, -0.187, 0.381, 0.292, 0.332, 0.237, -0.179, -0.458, -0.471, -0.137, 0.293, 0.342, 0.306, 0.307, -0.149, -0.482, 0.031, -0.183, 0.331, 0.322, -0.160, 0.338, -0.170, -0.437, -0.539, -0.199, 0.359, 0.309, 0.350, 0.345, -0.191, -0.413, -0.500, -0.042, 0.316, 0.311, 0.293, 0.225, -0.188, -0.445, -0.238, -0.186, 0.324, 0.298, 0.095, 0.333, -0.191, -0.260, -0.398, -0.188, 0.331, 0.096, 0.270, 0.336], "e_tot_ha": -15807.151382, "charge": -1, "gap_ev": 4.948}

{"formula": "C8H7NO2", "method": "ωB97M-V/def2-TZVPD", "elements": ["O", "C", "C", "C", "C", "C", "C", "C", "C", "N", "O", "H", "H", "H", "H", "H", "H", "H"], "xyz": [[-2.602, -1.235, 0.662], [-1.625, -0.818, 0.105], [-0.453, -0.034, 0.566], [0.683, -0.805, 0.753], [1.829, -0.203, 1.218], [1.851, 1.167, 1.290], [0.747, 1.968, 1.097], [-0.520, 1.319, 0.757], [-1.282, -1.241, -1.637], [-1.022, -0.198, -2.573], [0.003, -1.084, -2.119], [0.523, -1.890, 0.603], [2.690, -0.757, 1.477], [2.785, 1.726, 1.491], [1.012, 2.964, 1.253], [-1.558, 1.647, 0.480], [-1.805, -2.105, -1.854], [-1.257, -0.422, -3.569]], "nbo_charge": [-0.491, 0.610, -0.191, -0.160, -0.208, -0.202, -0.199, -0.181, 0.114, -0.334, -0.370, 0.216, 0.218, 0.213, 0.220, 0.235, 0.168, 0.342], "smiles": "O=C(c1ccccc1)[C@H]1NO1", "e_tot_ha": -514.123939, "e_above_lowest_ev": 4.833, "charge": 0, "gap_ev": 10.153}